Record 1
Below is a structure of composition C2H20B3N4NiO2 at a distorted geometry, with properties calculated with ωB97M-V/def2-TZVPD.

```
32
Properties=species:S:1:pos:R:3
Ni -0.0406 0.0255 -0.0225
O -1.4798 0.0865 1.5991
O 1.0089 0.8564 -1.6925
N 2.5730 0.4011 -3.1983
N 1.2773 2.1124 -3.4102
N -3.2701 -0.3328 2.7992
N -1.4996 -1.4289 3.2324
C -2.0486 -0.5666 2.4454
C 1.5913 1.1212 -2.7016
B 1.5637 -1.4408 0.3431
B 0.7546 1.7589 0.9500
B -1.6919 -1.2022 -1.0040
H 0.5479 2.6546 -2.9696
H -0.5485 -1.6819 3.0054
H 1.7571 2.2619 -4.2863
H -1.2833 -1.7691 -1.8261
H -1.1600 -1.4865 -0.1092
H -3.7613 0.4051 2.3151
H 1.0608 0.7707 1.2563
H -1.5211 -0.1479 -1.1567
H 0.8549 -1.6416 -0.4453
H 2.2789 -2.2255 0.5354
H 1.0005 2.4712 1.7222
H -3.6624 -0.6876 3.6597
H 2.1720 -0.5867 0.0889
H 1.3436 2.2307 0.1789
H -2.7473 -1.4047 -0.9067
H 2.9874 -0.1776 -2.4817
H -0.2699 1.7760 0.6116
H 3.1216 0.8754 -3.9012
H -1.9543 -1.7134 4.0883
H 1.0452 -1.3139 1.2808
```

Calculated values
**ΔE to the lowest compared entry with this formula, charge and spin**: 129.4 kcal per mole
**2S+1**: 3
**Net charge**: -1
**Gap between HOMO and LUMO (spin up / spin down)**: 7.46 / 7.47 eV
**Largest force on an atom**: 0.1218 Eh/bohr

=====

Record 2
Below is a cluster of 8 separate species, C2H20N2O7 in total at a distorted geometry, with properties calculated with ωB97M-V/def2-TZVPD.

```
31
Properties=species:S:1:pos:R:3
O -1.5735 -2.8285 2.0955
O -1.7684 1.8880 0.5434
O 1.2105 -1.2262 1.3920
O 1.4080 2.5692 -1.9689
O -1.0867 -0.2767 1.9445
O 2.4605 1.0511 0.7975
O 0.4024 3.2276 0.5444
N -0.6236 -2.0570 -2.3264
N -0.2025 -0.0221 -1.1738
C -0.6347 -0.7757 -2.2853
C -0.1260 -2.7914 -1.1889
H 0.8360 1.9240 -1.5708
H 2.6449 1.0359 -0.1946
H -0.7872 -0.1822 0.9838
H -0.5050 0.8794 -0.9613
H 0.3956 -0.3075 -0.3700
H 2.3205 0.1552 1.0029
H -0.9280 -2.7399 -0.4055
H 0.7993 2.9105 -2.6330
H 0.6485 -0.9668 2.0848
H -0.9994 2.5250 0.4122
H -2.3769 2.3607 0.0009
H -0.0330 -3.8513 -1.5479
H 1.6761 -1.9218 1.7368
H -1.2954 0.5922 2.2984
H 0.8089 -2.4017 -0.8248
H -1.0916 -2.0197 2.1085
H 1.0678 2.5955 0.8630
H -1.2411 -0.1319 -2.9481
H -1.0185 -3.3421 2.7409
H 1.0024 3.6076 -0.2167
```

Calculated values
**ΔE to the lowest compared entry with this formula, charge and spin**: 19.4 kcal per mole
**2S+1**: 1
**Net charge**: 0
**Gap between HOMO and LUMO**: 9.14 eV
**Largest force on an atom**: 0.0741 Eh/bohr
**SMILES string**: C/N=C\N.O.O.O.O.O.O.O

=====

Record 3
Below is a structure of composition C2H21O11 at a distorted geometry, with properties calculated with ωB97M-V/def2-TZVPD.

```
34
Properties=species:S:1:pos:R:3
O -1.7429 10.0841 13.5206
O -1.3007 17.0745 14.7708
O -3.8412 14.2281 15.5284
O -3.4185 14.4930 11.4906
O 0.1905 12.8911 11.0692
O -3.1966 17.0671 13.5271
O 0.5331 13.8768 15.8937
O -1.0572 14.8758 14.8138
O -0.8574 16.1172 11.8821
O -2.7840 15.0622 13.5625
O -0.6846 15.6887 17.1473
C -1.7505 14.4761 13.8859
C -1.2073 13.2864 13.0086
H -0.3839 15.8367 16.2507
H -1.4619 17.3332 15.6781
H -1.2201 13.6440 11.9790
H -1.8630 12.4157 13.0183
H -1.4162 15.4740 12.3183
H -1.1094 16.1378 14.8186
H -3.3253 14.4900 14.7658
H -1.1207 16.0795 10.9626
H -3.1292 14.8250 12.3405
H -3.0757 16.2248 13.0886
H -3.4807 13.3782 15.7816
H -2.5740 17.0508 14.2540
H -4.3042 14.1667 11.6493
H -0.2368 12.9512 13.3745
H 0.2390 12.2559 10.3548
H -0.0853 14.2523 15.2669
H -2.1136 10.4812 14.3087
H -2.1510 10.5600 12.7973
H 0.0803 13.9250 16.7357
H -0.3889 12.4842 11.7134
H -1.2917 16.4086 17.3187
```

Calculated values
**ΔE to the lowest compared entry with this formula, charge and spin**: 231.6 kcal per mole
**2S+1**: 1
**Net charge**: -1
**Gap between HOMO and LUMO**: 7.91 eV
**Largest force on an atom**: 0.1207 Eh/bohr

=====

Record 4
Below is a structure of composition C2H24O10 at a distorted geometry, with properties calculated with ωB97M-V/def2-TZVPD.

```
36
Properties=species:S:1:pos:R:3
O -1.2440 1.4478 2.2052
O 2.0928 1.2476 0.4386
O 2.9407 0.3318 -2.4094
O -0.3332 -2.1952 -1.8005
O -1.1551 -0.7195 2.5951
O -0.2556 -2.6922 1.7860
O -1.6020 1.6315 -1.8208
O 0.2853 1.3148 -1.1071
O 0.2150 -0.5714 -0.5424
O 1.1195 0.7641 2.3180
C 1.8590 -0.5510 -2.2600
C -0.9996 -0.3965 0.1909
H -1.8862 1.4983 1.4971
H -0.6642 1.4350 -1.1219
H -1.8573 -0.2881 -0.4730
H -2.1872 2.3354 -1.5410
H 0.2820 1.0783 1.9771
H 1.4137 1.2082 -0.2348
H 2.0590 -1.6207 -2.3217
H -1.0386 2.3603 2.4085
H -1.2832 -1.2720 0.7750
H 1.6169 1.1629 1.2647
H -2.1762 0.8749 -1.9394
H -0.6685 -1.8884 2.1019
H -0.5569 -2.9993 -1.3319
H -1.6604 0.0011 2.2189
H -0.1275 -1.5646 -1.1104
H 1.3545 -0.4043 -1.3050
H -0.8963 0.4262 0.8984
H 0.2754 0.1539 -1.1685
H -1.8153 -1.3393 2.9052
H 1.2339 -0.3225 -3.1232
H 0.8829 0.2057 3.0585
H 0.6839 -2.5254 1.8626
H 3.4796 -0.0395 -3.1117
H 0.6134 1.9121 -1.7792
```

Calculated values
**ΔE to the lowest compared entry with this formula, charge and spin**: 323.3 kcal per mole
**2S+1**: 1
**Net charge**: 0
**Gap between HOMO and LUMO**: 7.29 eV
**Largest force on an atom**: 0.1972 Eh/bohr

=====

Record 5
Below is a structure of composition C2H27O14 at a distorted geometry, with properties calculated with ωB97M-V/def2-TZVPD.

```
43
Properties=species:S:1:pos:R:3
O 13.6732 5.0011 -0.6659
O 9.7974 -0.9547 5.2423
O 15.3457 3.1929 0.8119
O 10.7348 1.6983 -1.5961
O 12.5918 0.5744 5.4819
O 10.9280 1.2826 3.1802
O 14.7634 3.5411 4.0818
O 13.2856 0.9053 -0.4876
O 9.9385 5.3773 4.9841
O 8.9392 -0.2332 -0.3111
O 8.6923 0.4951 1.5920
O 12.8995 1.7036 2.1999
O 9.1422 2.5638 5.1709
O 12.5660 -1.4693 1.9306
C 11.6862 1.9400 2.4105
C 11.0627 3.1434 1.6993
H 12.9414 -1.5365 2.8140
H 9.1055 0.0409 0.6097
H 16.1317 2.9874 1.3243
H 12.3970 1.3888 5.9581
H 10.1865 3.4817 2.2552
H 12.2845 0.7442 4.5699
H 13.3167 5.3156 0.1694
H 10.8078 5.4062 4.5708
H 9.5545 0.5972 2.0620
H 14.1735 2.9336 3.6108
H 14.1780 4.2019 -0.4232
H 8.5572 2.2524 4.4740
H 13.1742 1.3255 0.3851
H 10.4239 -0.3942 4.7611
H 9.9133 1.9837 5.0964
H 12.5501 -0.5152 1.7541
H 12.6916 1.4170 -1.0523
H 8.0380 0.8247 2.2138
H 10.1705 2.4325 -1.8583
H 9.1894 -1.1631 -0.3130
H 10.2048 1.1585 -0.9730
H 15.5294 3.0041 4.3076
H 14.6318 2.6983 1.2530
H 10.3362 -1.3980 5.9045
H 9.5990 4.4855 4.7832
H 10.7155 2.8151 0.7208
H 11.7703 3.9670 1.6516
```

Calculated values
**ΔE to the lowest compared entry with this formula, charge and spin**: 37.5 kcal per mole
**2S+1**: 1
**Net charge**: -1
**Gap between HOMO and LUMO**: 10.02 eV
**Largest force on an atom**: 0.1462 Eh/bohr

=====

Record 6
Below is a structure of composition C2H2AgFO2 at a distorted geometry, with properties calculated with ωB97M-V/def2-TZVPD.

```
8
Properties=species:S:1:pos:R:3
Ag 0.0026 0.6036 -2.3140
F -0.3246 -1.3442 1.4567
O -1.4112 -0.5202 -1.2826
O -1.4738 -0.1704 0.1026
C -0.2823 -0.2714 0.6648
C 0.8516 0.4341 0.5455
H 0.8542 1.3671 -0.0158
H 1.7836 -0.0987 0.8429
```

Calculated values
**ΔE to the lowest compared entry with this formula, charge and spin**: 67.7 kcal per mole
**2S+1**: 1
**Net charge**: 0
**Gap between HOMO and LUMO**: 7.05 eV
**Largest force on an atom**: 0.0269 Eh/bohr

=====

Record 7
Below is a structure of composition C2H2AlO2 at a distorted geometry, with properties calculated with ωB97M-V/def2-TZVPD.

```
7
Properties=species:S:1:pos:R:3
Al 0.9348 0.0749 0.0409
O -0.7880 0.3287 0.3871
O 1.1435 1.3174 -1.1201
C -0.3672 1.9544 -1.2051
C -1.2970 1.4180 -0.4373
H -1.4956 -0.1126 0.8581
H -0.4787 2.8099 -1.8740
```

Calculated values
**ΔE to the lowest compared entry with this formula, charge and spin**: 5.2 kcal per mole
**2S+1**: 1
**Net charge**: +1
**Gap between HOMO and LUMO (spin up / spin down)**: 5.08 / 5.10 eV
**Largest force on an atom**: 0.0641 Eh/bohr

=====

Record 8
Below is an isolated molecule of C2H2BF5O2 at a distorted geometry, with properties calculated with ωB97M-V/def2-TZVPD.

```
12
Properties=species:S:1:pos:R:3
F 3.3316 1.6028 0.0913
F 4.5503 -0.2338 0.1307
F 2.9154 -0.0191 1.4773
F 2.4101 -1.6532 -0.8273
F -0.0176 1.9304 -1.0613
O 0.9677 -0.1070 -0.4240
O -1.3074 0.2106 -0.1063
C 3.3249 0.3030 0.1990
C 2.3870 -0.3000 -0.8708
B -0.1413 0.7268 -0.4658
H -2.0155 0.7432 -0.2000
H 0.7892 -0.8486 0.0248
```

Calculated values
**ΔE to the lowest compared entry with this formula, charge and spin**: 4.3 kcal per mole
**2S+1**: 1
**Net charge**: 0
**Gap between HOMO and LUMO**: 7.81 eV
**Largest force on an atom**: 0.1202 Eh/bohr